No. 1
C4H10NOS | wB97M-V/def2-TZVPD

Last column: natural (NBO) charge in e.
Positions of all 17 atoms, in Å:
C (-1.7900, 0.9251, 0.5392)  -0.699
C (-0.5689, -0.0391, -1.1458)  -0.769
C (2.9703, -0.9008, 0.0181)  -0.081
C (-1.6008, -0.3320, -0.2366)  0.161
N (1.9292, -0.1658, 0.0948)  -0.139
O (1.8748, 1.1776, 0.5194)  -0.508
S (-2.4432, -1.8266, 0.0103)  0.267
H (-1.0748, 1.6197, 0.3160)  0.241
H (-2.8799, 1.3720, 0.2217)  0.286
H (-1.7345, 0.8108, 1.6961)  0.271
H (0.4515, -0.4813, -0.5728)  0.377
H (-0.5946, 0.9649, -1.4323)  0.259
H (-0.6495, -0.6598, -2.0367)  0.254
H (3.9198, -0.4355, 0.2316)  0.183
H (2.8785, -1.9000, -0.2753)  0.223
H (-3.3827, -1.3455, 1.0575)  0.202
H (2.6946, 1.2162, 0.9949)  0.470

As for the molecular weight: 120.20 u. The relative energy (zero: lowest compared OMol25 entry of this formula, charge and spin) comes out at 530.2 kJ/mol. Its lowest unoccupied orbital energy is -0.181 Eh. Its net charge is +1. As for the HOMO-LUMO gap: 9.10 eV. As for the highest occupied orbital energy: -14.02 eV.

=====

No. 2
C33H32FeN8O2S | wB97M-V/def2-TZVPD

Last column: natural (NBO) charge in e.
Positions of all 77 atoms, in Å:
Fe (-0.1753, 0.1143, 1.5893)  1.749
N (-1.7999, -0.2509, 5.5330)  -0.485
C (-0.9896, 0.7990, 5.9114)  -0.061
C (-0.2727, 1.1317, 4.8084)  -0.058
N (-0.6302, 0.3070, 3.7639)  -0.521
C (-1.5494, -0.5028, 4.2339)  0.315
C (-2.0854, -1.5285, 3.3689)  0.315
N (-1.6261, -1.6174, 2.1455)  -0.493
C (-2.2858, -2.6791, 1.5675)  -0.062
C (-3.1324, -3.2341, 2.4737)  -0.058
N (-2.9966, -2.4899, 3.6254)  -0.488
H (-2.4571, -0.7221, 6.1296)  0.430
H (-0.9939, 1.1962, 6.9111)  0.241
H (0.4955, 1.8768, 4.7054)  0.245
H (-2.1048, -2.9809, 0.5511)  0.237
H (-3.8051, -4.0712, 2.4079)  0.241
H (-3.5081, -2.6382, 4.4778)  0.430
C (-1.1553, 3.6671, -2.5105)  -0.602
C (-0.0387, 3.2853, -3.4809)  -0.072
C (0.8044, 4.5341, -3.7748)  -0.598
C (-0.6816, 2.7789, -4.7802)  -0.599
C (0.8673, 2.1968, -2.9098)  0.028
C (1.9163, 1.6868, -3.7039)  -0.195
C (2.7766, 0.7085, -3.2589)  -0.193
C (2.5820, 0.2018, -1.9744)  -0.251
S (3.4681, -1.0229, -1.1193)  0.463
C (2.4116, -0.8328, 0.2220)  0.140
N (1.4797, 0.0585, 0.0748)  -0.585
C (1.5521, 0.6832, -1.1743)  0.188
C (0.7003, 1.6919, -1.6339)  -0.270
C (2.4254, -1.6139, 1.4514)  -0.214
C (3.4482, -2.5129, 1.7591)  -0.176
C (3.3747, -3.2445, 2.9270)  -0.218
C (2.2820, -3.0720, 3.7679)  -0.203
C (1.2714, -2.1712, 3.4470)  -0.175
C (1.3113, -1.4141, 2.2765)  -0.359
H (-1.7926, 4.4233, -2.9710)  0.224
H (-0.7665, 4.0908, -1.5813)  0.209
H (-1.7889, 2.8132, -2.2614)  0.209
H (0.1737, 5.3197, -4.1964)  0.217
H (1.6027, 4.3250, -4.4892)  0.209
H (1.2605, 4.9185, -2.8598)  0.212
H (-1.3705, 3.5311, -5.1697)  0.218
H (-1.2455, 1.8601, -4.5992)  0.208
H (0.0598, 2.5756, -5.5541)  0.209
H (2.0674, 2.0866, -4.6985)  0.223
H (3.5773, 0.3465, -3.8911)  0.232
H (-0.0829, 2.0537, -0.9801)  0.224
H (4.2958, -2.6357, 1.0913)  0.217
H (4.1594, -3.9432, 3.1843)  0.225
H (2.2203, -3.6452, 4.6859)  0.216
H (0.4480, -2.0730, 4.1412)  0.178
O (-3.3672, 2.0451, 0.0957)  -0.567
C (-2.3926, 1.3427, 0.2139)  0.751
O (-1.4857, 1.4262, 1.1511)  -0.867
C (-2.1008, 0.2589, -0.8000)  0.134
C (-2.7800, 0.2318, -2.0349)  -0.242
C (-2.4082, -0.6994, -2.9524)  -0.098
C (-1.4112, -1.6514, -2.6223)  -0.115
C (-1.0000, -2.6638, -3.5224)  -0.170
C (-0.0827, -3.5984, -3.1399)  -0.200
C (0.4479, -3.5749, -1.8295)  -0.170
C (0.0797, -2.6013, -0.9454)  -0.252
C (-0.8374, -1.5982, -1.3357)  0.233
N (-1.1708, -0.5968, -0.4571)  -0.506
H (-3.5537, 0.9655, -2.2132)  0.260
H (-2.8718, -0.7363, -3.9319)  0.228
H (-1.4346, -2.6885, -4.5148)  0.225
H (0.2282, -4.3715, -3.8301)  0.229
H (1.1487, -4.3418, -1.5230)  0.226
H (0.4574, -2.5933, 0.0686)  0.230
N (2.1884, 1.5479, 3.0023)  -0.652
N (1.1269, 1.8425, 2.0926)  -0.676
H (2.8952, 2.2732, 2.9595)  0.356
H (2.6039, 0.6660, 2.7277)  0.374
H (1.4620, 2.1662, 1.1892)  0.370
H (0.5614, 2.5839, 2.4924)  0.383

As for the molecular weight: 660.59 u. The multiplicity is 6. Its lowest unoccupied orbital energy (spin up / spin down) is -0.098 / -0.116 Eh. Its net charge is +1. As for the HOMO-LUMO gap (spin up / spin down): 8.07 / 7.60 eV. As for the highest occupied orbital energy (spin up / spin down): -10.74 / -10.75 eV.

=====

No. 3
C4H7NO | wB97M-V/def2-TZVPD

Last column: natural (NBO) charge in e.
Positions of all 13 atoms, in Å:
O (1.3311, 0.2729, 1.1426)  -0.733
C (1.2113, 0.2705, -0.2718)  -0.071
C (0.1259, -0.7110, -0.7186)  -0.406
C (-1.1075, -0.5751, 0.1822)  -0.522
C (-1.5622, 0.8110, 0.3406)  0.290
N (-1.8411, 1.9141, 0.5527)  -0.346
H (1.0619, 1.1380, 1.4708)  0.483
H (2.1767, -0.0170, -0.7032)  0.180
H (0.9617, 1.2725, -0.6407)  0.176
H (0.4816, -1.7429, -0.6225)  0.214
H (-0.1092, -0.5465, -1.7776)  0.216
H (-0.7966, -0.8722, 1.1857)  0.267
H (-1.9337, -1.2143, -0.1403)  0.251

As for the molecular weight: 85.11 u. The relative energy (zero: lowest compared OMol25 entry of this formula, charge and spin) comes out at 103.8 kJ/mol. As for the SMILES: N#CCCCO. Its lowest unoccupied orbital energy is 0.031 Eh. As for the HOMO-LUMO gap: 11.60 eV. As for the highest occupied orbital energy: -10.76 eV.

=====

No. 4
C19H29CrF12N2O10S2 | wB97M-V/def2-TZVPD

Last column: Löwdin charge in e.
Positions of all 75 atoms, in Å:
Cr (11.0699, 13.1651, 9.1103)  0.923
C (11.6767, 14.3313, 6.8463)  -0.028
C (10.1621, 14.7424, 6.8246)  -0.444
C (9.3882, 13.7656, 5.8754)  -0.101
C (8.1280, 13.1705, 6.5151)  -0.157
C (7.4518, 14.2740, 7.3141)  -0.132
C (8.2505, 14.5537, 8.5839)  -0.456
N (9.6965, 14.4343, 8.2577)  -0.182
O (10.6046, 14.9921, 9.1702)  -0.234
C (7.9133, 13.5411, 9.7072)  -0.005
C (7.9567, 16.0105, 9.0894)  0.001
C (10.1245, 16.1785, 6.5179)  -0.019
H (12.1233, 14.1122, 5.8178)  0.145
H (11.7789, 13.2970, 7.2403)  0.056
H (12.3673, 15.0285, 7.3864)  0.058
H (10.0908, 12.9622, 5.7301)  0.100
H (9.2388, 14.1515, 4.8545)  0.131
H (8.4617, 12.3264, 7.2187)  0.113
H (7.4634, 12.7277, 5.7639)  0.116
H (6.4402, 14.0016, 7.6676)  0.127
H (7.3180, 15.2082, 6.7561)  0.124
H (8.6097, 13.7309, 10.5418)  0.065
H (8.0660, 12.5221, 9.3831)  0.060
H (6.8841, 13.6145, 9.9836)  0.094
H (6.8735, 15.9955, 9.1798)  0.092
H (8.3068, 16.8399, 8.5503)  0.058
H (8.3392, 16.2675, 10.0485)  0.074
H (9.1506, 16.6060, 6.5681)  0.071
H (10.5128, 16.2980, 5.4957)  0.113
H (10.8187, 16.7180, 7.1306)  0.084
C (15.0829, 13.2641, 11.3810)  -0.724
F (14.5154, 13.9668, 12.3303)  0.165
F (16.2195, 13.8759, 11.0574)  0.141
F (15.2556, 12.0276, 11.7095)  0.205
S (14.0160, 13.4338, 9.8658)  0.719
O (14.9518, 12.9576, 8.8598)  -0.262
O (12.8095, 12.5028, 10.1467)  -0.405
N (13.4235, 14.8742, 9.6833)  -0.304
S (14.4009, 15.9957, 9.0530)  0.628
O (15.7204, 15.8219, 9.5198)  -0.252
O (14.1808, 16.1062, 7.6245)  -0.283
C (13.6255, 17.5580, 9.8310)  -0.556
F (12.5329, 17.9641, 9.1391)  0.122
F (13.3339, 17.3414, 11.1159)  0.141
F (14.6195, 18.5365, 9.7115)  0.080
O (10.8399, 11.4470, 8.4567)  -0.384
H (11.6000, 10.7916, 8.5227)  0.043
C (6.5951, 10.1805, 7.9546)  -0.014
C (7.6988, 9.8614, 9.0354)  -0.164
O (7.8662, 8.4312, 8.9607)  0.038
C (8.8081, 7.9058, 9.6938)  -0.390
O (9.4368, 8.4172, 10.5759)  0.154
C (9.1580, 6.4061, 9.3818)  -0.525
F (9.3927, 6.3443, 8.0523)  0.135
F (10.1525, 5.8134, 10.0031)  0.203
F (8.0386, 5.6625, 9.4701)  0.146
H (7.0573, 10.3181, 7.0064)  0.061
H (6.0351, 10.9971, 8.2595)  0.044
H (6.0093, 9.2432, 7.9909)  0.094
H (7.4641, 10.1084, 10.0696)  0.123
H (8.6762, 10.3375, 8.8393)  0.097
C (12.1338, 9.1131, 12.6039)  -0.047
C (11.7942, 10.2820, 11.7487)  -0.129
O (10.7749, 11.0491, 12.5610)  0.093
C (10.1437, 11.9996, 11.9930)  -0.347
O (10.2363, 12.4727, 10.8881)  0.037
C (9.0411, 12.5352, 13.0252)  -0.585
F (9.4618, 12.5301, 14.2670)  0.200
F (8.7292, 13.7466, 12.6959)  0.207
F (7.9995, 11.7073, 12.9817)  0.180
H (12.0084, 9.2840, 13.6991)  0.109
H (13.0715, 8.6987, 12.3412)  0.072
H (11.3861, 8.3484, 12.3336)  0.075
H (11.3113, 10.1320, 10.7656)  0.117
H (12.6695, 10.8990, 11.7016)  0.093

As for the molecular weight: 789.55 u. The multiplicity is 4. Its lowest unoccupied orbital energy (spin up / spin down) is -0.031 / 0.002 Eh. As for the HOMO-LUMO gap (spin up / spin down): 8.78 / 9.78 eV. As for the highest occupied orbital energy (spin up / spin down): -9.62 / -9.73 eV.

=====

| no. | DFT total energy (Ha) |
| --- | --- |
| 1 | -686.16905 |
| 2 | -3527.06022 |
| 3 | -286.59211 |
| 4 | -4642.47313 |